DFT (the ωB97M-V functional and the def2-TZVPD basis) results for a 8-piece molecular cluster, C27H54Cl14N overall.

Output
LUMO energy   -2.83 eV
Relative energy (zero: lowest compared OMol25 entry of this formula, charge and spin)   0.0 kcal per mole
Electronic energy   -7558.44534 Ha
Charge   +1
HOMO-LUMO gap   0.338 hartree

Last column: Löwdin charge in e.
Geometry (Å):
C (2.64, 0.90, -2.11)  -0.094
C (1.33, 1.03, -1.33)  -0.280
C (1.52, 1.75, 0.00)  -0.198
C (0.21, 2.03, 0.74)  -0.150
C (-0.60, 0.83, 1.23)  -0.200
C (-1.63, 1.24, 2.33)  -0.105
C (-1.64, 0.12, 3.36)  -0.092
N (-0.47, -0.67, 2.97)  0.150
C (0.12, -0.29, 1.89)  -0.119
C (1.35, -1.02, 1.46)  -0.098
C (2.50, -0.71, 2.44)  -0.134
C (3.93, -1.06, 1.95)  -0.409
C (4.81, 0.18, 2.00)  -0.066
C (4.00, -1.75, 0.59)  -0.084
H (3.29, 1.75, -1.88)  0.079
H (2.47, 0.91, -3.18)  0.050
H (3.19, 0.01, -1.82)  0.046
H (0.63, 1.61, -1.93)  0.111
H (0.91, 0.04, -1.18)  0.045
H (2.27, 1.26, 0.62)  0.086
H (1.94, 2.73, -0.24)  0.124
H (0.42, 2.70, 1.57)  0.101
H (-0.41, 2.60, 0.05)  0.079
H (-1.20, 0.41, 0.43)  0.100
H (-1.31, 2.15, 2.84)  0.107
H (-2.60, 1.45, 1.89)  0.055
H (-2.56, -0.46, 3.48)  0.128
H (-1.44, 0.51, 4.36)  0.130
H (-0.12, -1.45, 3.50)  0.178
H (1.59, -0.72, 0.45)  0.080
H (1.10, -2.08, 1.45)  0.144
H (2.46, 0.36, 2.66)  0.111
H (2.29, -1.22, 3.38)  0.114
H (4.33, -1.76, 2.67)  0.112
H (4.75, 0.64, 2.98)  0.084
H (4.47, 0.94, 1.29)  0.076
H (5.85, -0.07, 1.81)  0.078
H (3.70, -2.79, 0.65)  0.080
H (3.44, -1.24, -0.20)  0.041
H (5.04, -1.75, 0.28)  0.071
Cl (-2.24, 4.22, -1.63)  0.543
C (-2.55, 5.81, -0.87)  -0.645
C (-1.43, 6.22, 0.04)  -0.628
Cl (-1.36, 5.15, 1.47)  0.549
H (-3.50, 5.74, -0.34)  0.056
H (-2.66, 6.53, -1.68)  0.078
H (-1.59, 7.23, 0.40)  0.078
H (-0.47, 6.17, -0.46)  0.070
Cl (-4.48, 0.94, -0.68)  0.553
C (-4.44, -0.66, -1.47)  -0.640
C (-3.20, -1.44, -1.12)  -0.627
Cl (-1.72, -0.73, -1.83)  0.581
H (-4.52, -0.50, -2.54)  0.075
H (-5.32, -1.21, -1.13)  0.077
H (-3.28, -2.45, -1.50)  0.079
H (-3.07, -1.48, -0.04)  0.060
Cl (6.18, -6.58, 2.76)  0.549
C (5.69, -5.68, 1.30)  -0.701
C (6.76, -4.70, 0.88)  -0.677
Cl (6.92, -3.37, 2.06)  0.565
H (4.75, -5.18, 1.52)  0.059
H (5.52, -6.41, 0.52)  -0.009
H (6.50, -4.24, -0.07)  0.018
H (7.73, -5.18, 0.78)  0.074
Cl (-6.86, 5.33, 3.20)  0.547
C (-6.87, 3.71, 2.45)  -0.681
C (-5.63, 2.93, 2.80)  -0.634
Cl (-4.18, 3.64, 2.04)  0.550
H (-6.96, 3.85, 1.38)  0.015
H (-7.75, 3.18, 2.81)  0.079
H (-5.72, 1.91, 2.42)  0.066
H (-5.46, 2.89, 3.87)  0.070
Cl (-7.53, 6.63, -0.26)  0.535
C (-9.24, 6.22, -0.51)  -0.649
C (-9.61, 4.91, 0.13)  -0.649
Cl (-8.83, 3.52, -0.68)  0.547
H (-9.42, 6.21, -1.58)  0.069
H (-9.84, 7.02, -0.06)  0.077
H (-10.69, 4.75, 0.06)  0.076
H (-9.32, 4.89, 1.18)  0.049
Cl (0.50, -1.24, -3.98)  0.549
C (2.00, -1.55, -4.90)  -0.636
C (2.54, -2.93, -4.63)  -0.645
Cl (3.14, -3.10, -2.95)  0.537
H (2.72, -0.78, -4.62)  0.054
H (1.76, -1.44, -5.95)  0.078
H (3.38, -3.13, -5.29)  0.076
H (1.78, -3.69, -4.79)  0.068
Cl (4.83, -9.02, -1.18)  0.560
C (4.35, -8.15, -2.66)  -0.657
C (5.41, -7.17, -3.10)  -0.622
Cl (5.57, -5.83, -1.93)  0.613
H (3.41, -7.65, -2.46)  0.067
H (4.20, -8.89, -3.44)  0.076
H (5.14, -6.73, -4.06)  0.074
H (6.38, -7.64, -3.18)  0.073